(i)
Formula: C11H18
Source: the Open Molecules 2025 dataset
Level of theory: ωB97M-V/def2-TZVPD

Last column: Löwdin charge in e.
Element x y z (Å)
C1 -0.5817 -1.4495 -0.9053  -0.679
H1 1.2557 2.7945 -0.9813  0.094
C2 1.9105 1.6224 2.1077  -0.102
H2 0.6951 -0.6643 -2.4827  0.074
C3 -1.8760 -0.9597 -0.2567  -0.063
H3 0.2985 -2.0263 0.9723  0.086
H4 2.7401 1.3778 2.7747  0.102
C4 -0.4771 1.9338 1.7958  -0.114
H5 -1.5126 1.9043 2.1084  0.104
H6 -1.0509 2.6360 -0.1578  0.110
C5 2.1469 2.1229 0.8365  -0.101
H7 -2.1594 -1.5696 0.6291  0.094
H8 -0.3225 0.5608 -1.7364  0.063
H9 -1.4926 -2.8695 -2.2452  0.088
H10 0.2243 -3.1967 -1.8977  0.077
H11 1.4271 -1.7265 -0.3596  0.082
C6 -0.2681 -0.4829 -2.0495  -0.062
H12 0.4352 1.1481 3.6059  0.100
H13 -0.9739 -0.6211 -2.8873  0.089
H14 -1.7520 0.0680 0.0899  0.054
C7 1.0670 2.4881 0.0249  -0.097
C8 0.5925 1.5297 2.6009  -0.083
H15 0.6830 -0.3731 0.4570  0.060
H16 -2.7217 -0.9356 -0.9424  0.081
C9 -0.7071 -2.8586 -1.4631  -0.068
H17 -1.0292 -3.5712 -0.6851  0.088
C10 0.5187 -1.3997 0.1201  -0.058
C11 -0.2346 2.3771 0.5220  -0.131
H18 3.1648 2.1408 0.4048  0.110

Values from the calculation:
total charge: 0
spin multiplicity: 1
structure (SMILES): CC(C)(C)C.c1ccccc1
LUMO: 0.0338 Eh
HOMO-LUMO gap: 10.33 eV
E_HOMO: -9.4 eV

***

(ii)
Formula: C11H18
Source: the Open Molecules 2025 dataset
Level of theory: ωB97M-V/def2-TZVPD

Last column: Löwdin charge in e.
Element x y z (Å)
C1 -1.8402 0.4608 0.5182  -0.492
H1 2.2138 -0.6287 -3.4601  0.075
C2 2.4648 1.2180 0.1312  -0.087
H2 -2.2727 -0.3860 2.4864  0.081
C3 -2.6365 -0.5944 -0.2158  -0.107
H3 -1.0977 0.9104 2.4977  0.074
H4 1.7542 -1.5379 1.9357  0.105
C4 1.7670 -1.2394 -2.6740  -0.058
H5 -0.9927 0.7449 -0.1130  0.119
C5 2.3625 0.6723 -1.1459  -0.057
H6 -2.1683 2.5081 1.1560  0.069
H7 2.1991 -2.2402 -2.7123  0.078
C6 -2.6808 1.7640 0.5457  -0.088
C7 1.6053 -1.3939 -0.1755  -0.054
H8 1.5831 -2.4683 -0.3160  0.111
H9 -0.6250 -0.6652 1.9425  0.051
H10 -2.6168 2.2161 -0.4512  0.075
H11 2.6645 1.2364 -2.0206  0.108
C8 1.9003 -0.6225 -1.3171  -0.286
H12 3.0228 2.1291 0.2858  0.099
C9 -1.4486 0.0529 1.9196  -0.089
H13 -2.9644 -0.2718 -1.2094  0.076
C10 2.1493 0.4719 1.2609  -0.097
C11 1.8850 -0.8812 1.0791  -0.113
H14 -3.6962 1.5296 0.8562  0.077
H15 -3.5156 -0.9524 0.3384  0.079
H16 -2.0862 -1.5307 -0.4055  0.073
H17 2.3411 0.8857 2.2379  0.100
H18 0.7289 -1.3876 -2.9749  0.079

Values from the calculation:
total charge: 0
spin multiplicity: 1
structure (SMILES): Cc1ccccc1.CC(C)C
LUMO: 0.0351 Eh
HOMO-LUMO gap: 10.02 eV
E_HOMO: -9.1 eV

***

(iii)
Formula: C11H18
Source: the Open Molecules 2025 dataset
Level of theory: ωB97M-V/def2-TZVPD

Last column: Löwdin charge in e.
Element x y z (Å)
H1 -2.7264 1.0470 1.6840  0.091
H2 -1.3812 -0.3018 3.1231  0.083
H3 -1.0336 0.2250 -3.0063  0.086
C1 2.4160 -0.2327 1.2915  -0.038
C2 1.5233 0.8590 -1.5119  -0.041
H4 -3.3714 0.7061 -0.0787  0.103
H5 1.0365 -1.5008 -2.6406  0.085
C3 -0.1417 -0.0668 1.3933  -0.209
H6 -3.0159 -0.6895 1.1301  0.090
C4 1.0387 -0.1890 0.7627  -0.201
H7 1.7509 -2.1260 -1.2364  0.060
C5 0.7875 -0.2714 -0.7496  -0.408
H8 -0.0559 -2.1186 -1.2995  0.103
H9 3.0259 0.6581 1.0012  0.093
C6 0.8913 -1.5866 -1.5557  -0.024
C7 -0.4138 0.1397 2.8376  -0.038
H10 2.9926 -1.1329 1.0799  0.081
C8 -1.6109 0.3843 -2.0482  -0.038
C9 -0.7490 0.1054 -0.7812  -0.181
H11 0.9279 1.2693 -2.3240  0.062
H12 1.7615 1.7531 -0.8848  0.097
H13 -2.4623 -0.1783 -2.1604  0.032
H14 0.4064 -0.1912 3.4934  0.080
H15 2.4206 0.4308 -1.9938  0.084
H16 -1.8790 1.4534 -2.0579  0.086
C10 -1.2317 0.1389 0.4509  -0.245
H17 -0.5149 1.2070 2.9272  0.085
H18 2.3025 -0.1172 2.3624  0.061
C11 -2.6938 0.3257 0.7915  -0.041

Values from the calculation:
total charge: 0
spin multiplicity: 1
structure (SMILES): CC1=C(C)C(C)(C)C(C)=C1C
LUMO: 0.0323 Eh
HOMO-LUMO gap: 8.47 eV
E_HOMO: -7.6 eV

***

(iv)
Formula: C11H18
Source: the Open Molecules 2025 dataset
Level of theory: ωB97M-V/def2-TZVPD

Last column: Löwdin charge in e.
Element x y z (Å)
C1 -1.1941 -1.9160 -0.5568  -0.090
H1 -1.2194 0.8248 -2.5372  0.115
H2 -0.0673 1.9875 0.2190  0.040
H3 -1.8628 -2.2181 1.3659  0.118
H4 0.1269 -1.0938 -3.6720  0.078
H5 0.7565 -0.8028 0.0934  0.024
H6 -1.4179 -1.7524 -3.6767  0.082
H7 2.2835 1.8163 3.0283  0.066
C2 2.2628 0.8945 2.4606  -0.106
H8 0.3453 2.9100 1.5908  0.071
H9 -2.2966 1.6757 -0.3015  0.097
C3 1.5449 -0.0870 0.2391  -0.076
C4 0.7883 2.2450 0.8631  -0.078
H10 2.3876 -0.7395 0.5421  0.076
C5 -0.5460 -1.6719 -3.0338  -0.065
H11 -0.0141 -2.6307 -2.8954  0.085
C6 -0.9681 -1.1588 -1.7072  -0.292
H12 -3.1568 0.0904 1.2471  0.103
H13 1.5020 2.7848 0.2448  0.079
H14 1.8886 0.1266 -0.7997  0.096
C7 -2.3791 -0.1849 0.5544  -0.096
C8 -1.2694 0.2502 -1.6121  -0.032
C9 -1.9753 0.6672 -0.4775  -0.110
H15 -0.7603 -2.9122 -0.4808  0.113
C10 -1.7823 -1.4136 0.6062  -0.102
C11 1.2273 0.8721 1.3838  -0.466
H16 0.3213 0.5331 1.8817  0.114
H17 3.3254 0.7856 2.2025  0.077
H18 2.1493 0.1179 3.2277  0.078

Values from the calculation:
total charge: 0
spin multiplicity: 1
structure (SMILES): Cc1ccccc1.CC(C)C
LUMO: 0.0348 Eh
HOMO-LUMO gap: 9.84 eV
E_HOMO: -8.9 eV

***

Stability check: which of them is most stable? (i).

***

(i)
Formula: C5H7NO3S
Source: the Open Molecules 2025 dataset
Level of theory: ωB97M-V/def2-TZVPD

Last column: Löwdin charge in e.
Element x y z (Å)
H1 -1.9084 -2.2103 -0.7461  0.133
H2 -1.9740 0.1450 -1.7852  0.131
C1 1.1822 1.7332 0.9584  -0.148
C2 -1.9109 -1.2558 -0.1649  -0.234
H3 -1.2584 0.6725 -0.0442  0.052
O1 -1.3925 -1.4481 1.1385  -0.171
C3 -1.2490 -0.0357 -0.8573  -0.072
O2 2.1120 -0.8734 -1.3831  -0.496
C4 0.9618 -0.4133 0.9587  -0.289
H4 -0.2089 -0.1111 -1.1539  0.035
O3 -0.0922 -1.8662 1.1011  -0.088
H5 -2.8856 -0.8699 0.0820  0.113
C5 2.1725 1.4481 0.0147  -0.184
N1 0.4379 0.6226 1.4268  0.057
S1 2.4497 -0.3670 -0.0613  0.962
H6 0.7688 2.7354 1.1418  0.116
H7 2.7950 2.0940 -0.6260  0.084

Values from the calculation:
total charge: 0
spin multiplicity: 1
LUMO: -0.0363 Eh
HOMO-LUMO gap: 8.68 eV
E_HOMO: -9.7 eV

***

(ii)
Formula: C5H7NO3S
Source: the Open Molecules 2025 dataset
Level of theory: ωB97M-V/def2-TZVPD

Last column: Löwdin charge in e.
Element x y z (Å)
H1 2.9477 -0.6937 -1.3183  0.115
H2 -2.6270 -1.6377 -1.1328  -0.130
N1 1.1991 -0.1180 -0.1772  0.013
H3 2.9779 -0.9480 0.3506  0.086
C1 2.6465 -0.2259 -0.3572  0.002
S1 -2.6013 -0.3302 -1.4366  0.769
C2 -1.4427 0.2257 -0.2242  -0.698
C3 0.5785 1.3185 -0.5707  -0.460
H4 -1.6269 1.3454 1.6288  0.081
O1 0.3034 -2.2387 0.5209  0.141
C4 -1.9547 0.3780 1.2494  -0.077
H5 -3.0177 0.2973 1.1690  0.042
C5 0.5247 -1.1569 0.0742  -0.253
O2 -0.6917 1.3547 -0.6307  0.027
O3 1.3822 2.1258 -0.7643  0.196
H6 2.9901 0.7789 -0.1838  0.086
H7 -1.5882 -0.4750 1.8028  0.061

Values from the calculation:
total charge: 0
spin multiplicity: 1
LUMO (spin up / spin down): 0.0184 / 0.0184 Eh
HOMO-LUMO gap (spin up / spin down): 8.02 / 8.02 eV
E_HOMO (spin up / spin down): -7.5 / -7.5 eV

***

Stability check: which of them is most stable? (ii).